w | C33H66O13 | ωB97M-V with the def2-TZVPD basis set

- E_LUMO (eV) = 0.075
- SMILES = CCOC(C)=O.CCOC(C)=O.CCOC(C)=O.CC(C)=O.CC(C)=O.CC(C)=O.CC(C)=O.CC(C)=O.CC(C)=O.CC(C)=O
- HOMO level (eV) = -9.39

```
112
C33H66O13 | the Open Molecules 2025 dataset | ωB97M-V with the def2-TZVPD basis set
C 0.162 -4.504 -6.929
C 1.459 -3.762 -6.374
O 1.412 -4.109 -4.985
C 2.480 -3.882 -4.226
C 2.448 -4.450 -2.802
O 3.400 -3.155 -4.571
H 0.128 -5.382 -6.414
H 0.230 -4.655 -8.027
H -0.772 -3.900 -6.646
H 2.308 -4.362 -6.796
H 1.476 -2.621 -6.611
H 1.950 -5.382 -2.693
H 1.663 -3.912 -2.088
H 3.513 -4.670 -2.322
C 1.464 -0.250 -4.427
C 2.378 0.292 -3.145
O 1.597 1.372 -2.472
C 2.319 2.199 -1.722
C 1.688 3.495 -1.431
O 3.493 1.893 -1.402
H 0.542 -0.779 -4.121
H 1.937 -0.965 -5.116
H 1.014 0.573 -4.973
H 2.696 -0.650 -2.579
H 3.425 0.333 -3.331
H 2.176 4.039 -0.648
H 0.599 3.417 -1.002
H 1.755 4.005 -2.294
C 1.889 7.051 2.695
C 1.972 5.652 2.167
O 1.427 4.817 3.233
C 1.599 3.559 3.129
C 0.702 2.809 4.129
O 2.153 2.976 2.230
H 2.678 7.082 3.607
H 0.928 7.113 2.924
H 2.060 7.794 1.734
H 1.489 5.636 1.061
H 3.027 5.448 2.131
H -0.464 3.433 4.237
H 0.959 2.846 5.245
H 0.533 1.803 3.801
C -1.491 0.101 5.255
C -1.349 -0.363 3.855
C -1.378 -1.817 3.606
O -1.386 0.560 2.839
H -2.451 -0.055 5.644
H -1.426 1.221 5.362
H -0.681 -0.430 5.686
H -2.282 -2.045 3.369
H -0.965 -2.280 4.447
H -0.794 -2.031 2.671
C 2.938 -4.859 1.817
C 3.008 -4.594 3.248
C 1.848 -3.958 3.930
O 4.056 -5.065 3.979
H 2.632 -4.071 1.426
H 2.199 -5.702 1.568
H 3.904 -5.294 1.650
H 0.958 -4.429 3.500
H 2.015 -2.922 3.660
H 2.063 -4.062 4.988
C -4.265 0.842 -0.027
C -5.760 1.475 0.181
C -6.140 2.349 -0.949
O -6.549 1.286 1.303
H -3.634 1.586 -0.509
H -4.503 0.107 -0.809
H -3.860 0.256 0.669
H -5.740 1.966 -1.695
H -5.687 3.420 -0.684
H -7.237 2.296 -1.236
C -1.407 2.624 -2.586
C -2.859 2.791 -2.919
C -3.470 4.171 -2.617
O -3.563 1.732 -3.238
H -0.840 3.332 -3.054
H -1.113 1.803 -3.244
H -1.355 2.333 -1.471
H -3.625 4.174 -1.632
H -4.513 4.141 -3.115
H -2.815 5.110 -2.834
C 3.068 0.298 4.560
C 3.567 -0.222 5.939
C 4.975 0.226 6.372
O 2.845 -1.018 6.785
H 2.089 0.183 4.442
H 3.522 0.014 3.667
H 3.049 1.340 4.770
H 5.614 0.875 5.838
H 5.553 -0.513 6.436
H 4.660 0.589 7.549
C -6.018 -1.807 -4.029
C -5.088 -2.347 -2.907
C -3.636 -2.228 -3.147
O -5.543 -2.883 -1.791
H -7.019 -2.309 -4.160
H -5.481 -1.907 -4.908
H -6.156 -0.731 -3.928
H -3.461 -1.090 -3.158
H -3.205 -2.617 -3.896
H -3.061 -2.408 -2.255
C 1.745 -0.276 1.203
C 0.869 -1.146 0.184
C -0.376 -0.468 -0.367
O 1.188 -2.374 -0.130
H 1.364 -0.347 2.179
H 1.824 0.774 0.855
H 2.693 -0.635 1.311
H -0.710 -1.002 -1.279
H 0.000 0.552 -0.756
H -1.248 -0.479 0.391
```

***

x | C33H66O13 | ωB97M-V with the def2-TZVPD basis set

- E_LUMO (eV) = 0.480
- SMILES = CCOC(C)=O.CCOC(C)=O.CCOC(C)=O.CC(C)=O.CC(C)=O.CC(C)=O.CC(C)=O.CC(C)=O.CC(C)=O.CC(C)=O
- HOMO level (eV) = -9.50

```
112
C33H66O13 | the Open Molecules 2025 dataset | ωB97M-V with the def2-TZVPD basis set
C -1.161 3.246 1.827
C -0.014 4.240 1.695
O 0.927 4.113 2.816
C 0.422 4.516 4.023
C 1.358 4.250 5.176
O -0.587 5.196 4.162
H -1.742 3.224 0.899
H -1.847 3.679 2.536
H -0.860 2.231 2.123
H 0.634 4.019 0.837
H -0.362 5.273 1.679
H 0.773 3.917 6.046
H 1.920 5.153 5.443
H 2.062 3.476 4.868
C -6.702 0.257 3.097
C -5.565 1.129 2.773
O -4.496 0.345 2.060
C -3.686 -0.337 2.895
C -2.866 -1.458 2.300
O -3.616 -0.090 4.083
H -6.584 -0.282 4.084
H -6.900 -0.462 2.265
H -7.580 0.840 3.182
H -5.768 1.873 2.014
H -5.093 1.549 3.674
H -3.042 -2.391 2.876
H -1.800 -1.283 2.313
H -3.185 -1.638 1.278
C 4.983 -0.239 -1.442
C 5.115 -0.759 -2.864
O 6.480 -0.634 -3.051
C 7.063 -1.320 -4.042
C 8.532 -1.153 -4.021
O 6.418 -2.067 -4.766
H 4.000 -0.558 -1.083
H 4.958 0.825 -1.320
H 5.724 -0.698 -0.799
H 4.856 -1.785 -2.979
H 4.612 -0.085 -3.558
H 8.844 -0.519 -4.835
H 8.934 -2.160 -4.196
H 8.889 -0.716 -3.094
C 3.095 2.205 0.838
C 4.231 3.082 0.387
C 5.210 3.598 1.365
O 4.448 3.300 -0.804
H 2.455 1.879 0.024
H 2.582 2.713 1.606
H 3.530 1.295 1.231
H 4.730 4.534 1.737
H 6.226 3.856 0.961
H 5.328 2.957 2.255
C -0.154 2.405 -3.667
C 0.266 3.076 -2.356
C 1.447 4.002 -2.559
O -0.362 2.850 -1.340
H 0.254 1.365 -3.630
H 0.126 2.989 -4.530
H -1.245 2.316 -3.657
H 1.879 4.253 -1.617
H 1.050 4.883 -3.074
H 2.217 3.626 -3.201
C -5.871 -1.450 -3.426
C -4.771 -0.373 -3.433
C -4.959 0.675 -2.304
O -3.951 -0.242 -4.272
H -6.644 -1.157 -4.174
H -6.270 -1.523 -2.393
H -5.498 -2.472 -3.665
H -4.166 0.419 -1.585
H -5.852 0.567 -1.724
H -4.867 1.714 -2.628
C -2.808 -5.021 1.845
C -3.735 -4.280 0.894
C -3.297 -4.146 -0.520
O -4.844 -3.897 1.200
H -3.116 -4.891 2.898
H -1.804 -4.653 1.727
H -2.975 -6.085 1.585
H -2.529 -3.430 -0.580
H -4.173 -3.801 -1.079
H -2.984 -5.029 -1.016
C -0.540 -2.415 4.551
C 0.734 -1.608 4.551
C 0.643 -0.267 3.919
O 1.833 -2.060 4.870
H -0.695 -2.628 3.475
H -1.342 -1.708 4.871
H -0.522 -3.348 5.141
H 0.303 0.559 4.534
H -0.027 -0.257 3.072
H 1.651 -0.012 3.664
C 1.886 -3.456 -2.089
C 1.455 -2.880 -3.316
C 1.882 -3.579 -4.538
O 0.791 -1.856 -3.316
H 2.973 -3.545 -2.105
H 1.412 -4.444 -2.004
H 1.561 -2.886 -1.243
H 2.856 -4.028 -4.519
H 1.865 -2.912 -5.408
H 1.121 -4.364 -4.723
C -1.699 -0.714 -1.433
C -0.681 -1.292 -0.554
C 0.475 -0.445 -0.201
O -0.727 -2.450 -0.172
H -1.727 0.379 -1.367
H -2.693 -1.012 -1.099
H -1.467 -0.973 -2.473
H 0.218 0.583 -0.044
H 1.199 -0.481 -1.038
H 1.015 -0.728 0.703
```

***

In kcal/mol, relative to the most stable structure: w 346.7; x 0.0.

***

w | C28H29N2O6Ru | ωB97M-V with the def2-TZVPD basis set

- 2S+1 = 2
- ⟨S²⟩ = 0.7557
- E_LUMO (alpha / beta) (eV) = -0.490 / -0.542
- HOMO level (alpha / beta) (eV) = -8.00 / -7.96

```
66
C28H29N2O6Ru | the Open Molecules 2025 dataset | ωB97M-V with the def2-TZVPD basis set
Ru 1.633 0.234 -0.300
O 5.103 1.429 -1.473
C 4.013 0.961 -1.669
O 2.908 1.470 -1.108
C 3.811 -0.065 -2.801
C 2.826 0.520 -3.844
C 3.133 -0.055 -5.225
C 2.646 -1.513 -5.045
C 2.055 -1.469 -3.631
O 1.585 -0.115 -3.501
C 3.165 -1.486 -2.573
C 2.577 -1.617 -1.182
O 3.297 -1.301 -0.197
O 1.303 -1.771 -1.046
H 4.803 -0.188 -3.230
H 2.710 1.599 -3.793
H 4.188 0.026 -5.483
H 2.552 0.463 -5.986
H 3.449 -2.246 -5.124
H 1.881 -1.773 -5.774
H 1.242 -2.159 -3.433
H 3.910 -2.269 -2.721
C -5.289 -1.697 0.432
C -5.182 -0.346 1.124
N -3.885 0.299 0.912
C -2.965 0.325 2.050
C -2.371 -1.034 2.398
C -3.709 0.912 -0.285
O -4.609 1.026 -1.104
C -2.370 1.520 -0.604
C -2.308 2.814 -1.105
C -1.073 3.365 -1.402
C 0.068 2.611 -1.196
N -0.001 1.350 -0.763
C -1.193 0.809 -0.495
H -6.267 -2.140 0.622
H -4.525 -2.387 0.793
H -5.173 -1.577 -0.644
H -5.313 -0.452 2.202
H -5.959 0.322 0.754
H -3.529 0.700 2.908
H -2.182 1.058 1.869
H -3.128 -1.699 2.817
H -1.577 -0.920 3.139
H -1.947 -1.528 1.522
H -3.225 3.369 -1.249
H -0.983 4.373 -1.779
H 1.065 2.986 -1.389
H -1.175 -0.223 -0.172
C 0.316 -2.225 4.514
C 0.803 -2.641 3.256
C 1.181 -1.725 2.316
C 1.100 -0.331 2.580
C 1.440 0.675 1.623
C 1.402 1.998 1.983
C 0.998 2.397 3.274
C 0.597 1.462 4.183
C 0.637 0.085 3.859
C 0.241 -0.895 4.805
H 0.016 -2.963 5.247
H 0.887 -3.697 3.036
H 1.564 -2.058 1.363
H 1.704 2.760 1.274
H 0.993 3.449 3.529
H 0.256 1.756 5.169
H -0.116 -0.560 5.772
```

***

x | C28H29N2O6Ru | ωB97M-V with the def2-TZVPD basis set

- 2S+1 = 2
- ⟨S²⟩ = 0.7633
- E_LUMO (alpha / beta) (eV) = -0.455 / -0.531
- HOMO level (alpha / beta) (eV) = -7.72 / -7.97

```
66
C28H29N2O6Ru | the Open Molecules 2025 dataset | ωB97M-V with the def2-TZVPD basis set
Ru -0.727 0.835 -0.159
O 0.606 -2.749 -0.103
C 0.546 -1.610 -0.493
O 0.537 -0.570 0.346
C 0.705 -1.302 -1.996
C 1.859 -0.293 -2.208
C 2.506 -0.521 -3.570
C 1.391 -0.002 -4.511
C 0.359 0.524 -3.512
O 1.158 0.952 -2.386
C -0.433 -0.611 -2.859
C -1.538 -0.037 -1.980
O -2.117 -0.749 -1.145
O -1.648 1.272 -1.937
H 0.945 -2.265 -2.442
H 2.537 -0.208 -1.363
H 2.761 -1.567 -3.733
H 3.412 0.075 -3.666
H 0.973 -0.780 -5.150
H 1.751 0.803 -5.148
H -0.254 1.351 -3.851
H -0.856 -1.329 -3.562
C -0.304 6.814 -3.986
C -0.247 7.342 -2.561
N -0.137 6.269 -1.572
C -1.314 5.989 -0.753
C -2.456 5.322 -1.509
C 1.093 5.731 -1.391
O 2.093 6.155 -1.950
C 1.232 4.534 -0.490
C 2.292 4.452 0.405
C 2.447 3.306 1.164
C 1.551 2.263 1.004
N 0.543 2.341 0.129
C 0.395 3.446 -0.613
H -0.379 7.643 -4.692
H -1.165 6.161 -4.130
H 0.602 6.255 -4.216
H -1.148 7.907 -2.321
H 0.610 8.005 -2.443
H -1.660 6.942 -0.342
H -1.021 5.378 0.097
H -2.929 6.013 -2.209
H -3.214 4.988 -0.799
H -2.118 4.454 -2.077
H 2.985 5.278 0.484
H 3.256 3.210 1.873
H 1.619 1.338 1.561
H -0.419 3.424 -1.326
C -4.035 4.144 3.049
C -2.786 4.319 2.420
C -2.126 3.251 1.877
C -2.661 1.941 1.929
C -2.028 0.784 1.371
C -2.564 -0.450 1.611
C -3.810 -0.624 2.252
C -4.473 0.469 2.720
C -3.904 1.765 2.595
C -4.572 2.891 3.135
H -4.554 4.995 3.471
H -2.340 5.306 2.382
H -1.155 3.403 1.432
H -2.076 -1.331 1.218
H -4.225 -1.618 2.353
H -5.438 0.376 3.204
H -5.523 2.733 3.630
```

***

In kcal/mol, relative to the most stable structure: w 0.0; x 5.8.

***

w | C18H13BF9IrN2O6S | ωB97M-V with the def2-TZVPD basis set

- E_LUMO (alpha / beta) (eV) = -1.159 / -1.166
- HOMO level (alpha / beta) (eV) = -7.82 / -7.85

```
51
C18H13BF9IrN2O6S | the Open Molecules 2025 dataset | ωB97M-V with the def2-TZVPD basis set
Ir 0.007 0.162 -1.579
F 6.895 -1.363 -0.903
C 5.603 -1.382 -1.230
C 4.946 -0.207 -1.541
F 5.609 0.948 -1.515
C 3.609 -0.238 -1.894
F 3.042 0.919 -2.223
C 2.883 -1.421 -1.940
S 1.185 -1.575 -2.415
C 3.578 -2.583 -1.625
F 2.946 -3.762 -1.652
C 4.914 -2.577 -1.273
F 5.539 -3.717 -0.971
O -1.345 1.431 -2.655
C -2.544 1.407 -2.344
C -3.266 0.261 -1.892
C -4.643 0.393 -1.666
C -5.376 -0.709 -1.339
C -4.782 -1.977 -1.258
C -3.435 -2.117 -1.457
C -2.628 -0.992 -1.729
O -1.346 -1.202 -1.858
N -6.816 -0.570 -1.091
O -7.294 0.546 -1.146
O -7.441 -1.582 -0.844
H -3.105 2.343 -2.452
H -5.129 1.355 -1.758
H -5.404 -2.831 -1.032
H -2.951 -3.082 -1.400
O -1.396 0.638 0.440
C -0.290 0.596 0.982
O 0.752 0.074 0.431
C -0.101 1.191 2.364
N 1.392 1.357 2.585
C 1.787 0.515 3.760
C 0.711 -0.563 3.793
C -0.554 0.240 3.474
H -0.585 2.160 2.367
H 1.668 2.336 2.627
H 1.817 0.997 1.714
H 1.738 1.132 4.655
H 2.802 0.153 3.622
H 0.671 -1.057 4.761
H 0.896 -1.314 3.023
H -0.866 0.808 4.351
H -1.396 -0.365 3.143
F 0.621 3.406 0.717
B 1.568 3.089 -0.278
F 0.903 2.154 -1.202
F 1.982 4.173 -0.985
F 2.630 2.396 0.337
```

***

x | C18H13BF9IrN2O6S | ωB97M-V with the def2-TZVPD basis set

- E_LUMO (eV) = -1.601
- HOMO level (eV) = -8.94

```
51
C18H13BF9IrN2O6S | the Open Molecules 2025 dataset | ωB97M-V with the def2-TZVPD basis set
Ir -1.149 -0.224 -0.144
F 4.184 2.694 2.851
C 3.446 2.051 1.956
C 3.243 0.686 2.079
F 3.789 0.023 3.095
C 2.476 0.030 1.136
F 2.297 -1.287 1.295
C 1.890 0.691 0.064
S 0.906 -0.159 -1.127
C 2.115 2.060 -0.032
F 1.563 2.767 -1.017
C 2.883 2.741 0.896
F 3.075 4.053 0.784
O -0.622 1.036 1.299
C -0.755 2.278 1.177
C -1.217 3.023 0.065
C -1.244 4.427 0.236
C -1.671 5.228 -0.773
C -2.091 4.690 -2.010
C -2.076 3.345 -2.205
C -1.640 2.452 -1.183
O -1.655 1.201 -1.450
N -1.693 6.678 -0.576
O -2.013 7.364 -1.527
O -1.273 7.111 0.479
H -0.460 2.851 2.060
H -0.927 4.871 1.170
H -2.421 5.365 -2.786
H -2.389 2.903 -3.141
O -2.224 -3.253 2.069
C -1.381 -2.858 1.302
O -0.876 -1.649 1.292
C -0.826 -3.850 0.264
N 0.500 -3.364 -0.269
C 1.587 -4.267 0.249
C 0.916 -5.057 1.364
C -0.513 -5.219 0.853
H -1.540 -3.892 -0.557
H 0.641 -2.397 0.054
H 0.470 -3.302 -1.293
H 2.425 -3.654 0.571
H 1.906 -4.908 -0.570
H 0.928 -4.487 2.295
H 1.420 -6.005 1.540
H -1.236 -5.468 1.625
H -0.554 -5.982 0.073
F -0.251 -2.472 -2.762
B -1.642 -2.299 -2.803
F -1.977 -1.585 -1.474
F -2.048 -1.483 -3.799
F -2.294 -3.499 -2.696
```

***

In kcal/mol, relative to the most stable structure: w 38.1; x 0.0.

***

w | C4H3N3O3 | ωB97M-V with the def2-TZVPD basis set

- E_LUMO (eV) = -1.380
- SMILES = N=C1C(=O)NC(=O)NC1=O
- HOMO level (eV) = -10.91

```
13
C4H3N3O3 | the Open Molecules 2025 dataset | ωB97M-V with the def2-TZVPD basis set
N 2.395 0.410 0.155
C 1.178 0.247 -0.064
C 0.274 1.417 -0.116
O 0.617 2.581 -0.099
N -1.084 1.072 -0.068
C -1.705 -0.149 -0.017
O -2.892 -0.213 0.064
N -0.779 -1.214 -0.100
C 0.614 -1.152 -0.087
O 1.309 -2.157 -0.087
H 2.801 -0.514 0.164
H -1.592 1.846 0.202
H -1.137 -2.175 0.052
```

***

x | C4H3N3O3 | ωB97M-V with the def2-TZVPD basis set

- E_LUMO (eV) = -0.762
- HOMO level (eV) = -9.86

```
13
C4H3N3O3 | the Open Molecules 2025 dataset | ωB97M-V with the def2-TZVPD basis set
C 0.110 -1.230 -0.298
C -2.202 -0.324 0.859
C -0.069 1.570 -0.738
C 1.415 -0.818 0.248
N -1.015 -0.196 0.792
N 1.262 1.339 -0.616
N 1.975 0.468 -0.216
O -0.487 -1.946 -0.990
O -3.358 -0.298 0.934
O -0.772 1.563 -1.689
H -0.223 2.111 0.314
H 1.280 -0.645 1.413
H 2.084 -1.595 -0.011
```

***

In kcal/mol, relative to the most stable structure: w 0.0; x 115.1.

***

w | C2HFNO2 | ωB97M-V with the def2-TZVPD basis set

- E_LUMO (eV) = 4.427
- HOMO level (eV) = -5.04
- total charge = -1

```
7
C2HFNO2 | the Open Molecules 2025 dataset | ωB97M-V with the def2-TZVPD basis set
C -0.383 -0.151 0.000
C 1.303 0.014 0.000
N -1.112 0.819 0.000
O 1.723 1.146 -0.001
O 1.800 -1.096 0.001
F -2.698 0.473 0.000
H -0.633 -1.206 0.000
```

***

x | C2HFNO2 | ωB97M-V with the def2-TZVPD basis set

- E_LUMO (alpha / beta) (eV) = 4.400 / 4.390
- HOMO level (alpha / beta) (eV) = -2.34 / -2.36
- total charge = -1

```
7
C2HFNO2 | the Open Molecules 2025 dataset | ωB97M-V with the def2-TZVPD basis set
C -0.099 0.553 -0.485
C -1.010 -0.139 0.366
N 2.058 -0.278 -0.277
O -1.465 -0.576 1.336
O -1.176 -0.431 -0.901
F 1.862 -0.583 0.983
H -0.170 1.454 -1.023
```

***

In kcal/mol, relative to the most stable structure: w 0.0; x 136.3.